(1)
The following is a quantum chemistry calculation of a molecular structure, C35H36CsF2N5O5 in a non-equilibrium geometry, from the OMol25 dataset.

The geometry in XYZ format:
```
84
Properties=species:S:1:pos:R:3:lowdin_charge:R:1
Cs -0.72 -0.13 -0.66 1.417
F -6.12 -2.66 -3.35 0.001
F -3.71 -5.48 -0.51 0.021
O -0.05 -0.09 -3.06 -0.414
O 1.10 1.77 -1.06 -0.165
O 2.82 3.14 2.27 -0.140
O -0.74 3.33 0.42 -0.113
O -1.36 0.73 1.69 -0.210
N 1.79 3.69 -2.02 -0.129
N -1.43 -2.77 1.04 0.089
N 3.57 -0.62 0.89 0.048
N -3.22 1.94 2.13 -0.129
N 1.96 -2.54 -0.94 0.052
C 2.20 -2.73 -4.15 -0.096
C 1.86 5.14 -2.10 -0.063
C 2.39 2.93 -3.11 -0.025
C 0.59 3.76 0.16 -0.098
C -3.91 3.21 2.30 -0.061
C 3.65 -0.74 -0.55 -0.231
C 1.15 -2.43 -1.91 -0.213
C 1.40 -1.98 -3.31 -0.158
C -4.04 0.73 2.11 -0.031
C -2.37 -4.27 3.17 -0.094
C -5.23 -2.80 -2.33 -0.315
C -3.13 -4.11 2.03 -0.030
C 3.12 0.48 1.35 -0.117
C -4.92 -4.09 -1.94 0.015
C -4.04 -4.20 -0.89 -0.253
C -1.88 1.82 1.87 -0.447
C -2.63 -3.34 0.97 -0.241
C -3.77 -1.78 -0.65 -0.070
C 0.72 -0.80 -3.79 -0.441
C -4.67 -1.70 -1.73 -0.121
C 2.76 1.44 5.48 -0.151
C 2.42 -2.38 -5.48 -0.155
C 3.35 -2.14 -1.08 -0.232
C 1.15 2.99 -1.04 -0.407
C -0.70 -2.93 2.14 -0.132
C 2.85 2.20 3.13 -0.437
C 2.95 0.11 5.10 -0.155
C 0.98 -0.47 -5.16 -0.050
C 3.03 0.82 2.77 -0.149
C -1.12 -3.67 3.24 -0.086
C 1.79 -1.24 -5.97 -0.148
C -1.02 3.08 1.80 -0.088
C 2.71 2.45 4.54 -0.061
C -3.48 -3.11 -0.24 -0.203
C 3.08 -0.18 3.75 -0.074
H 2.81 1.28 0.67 0.105
H 2.66 -3.63 -3.75 0.104
H -4.88 3.01 2.74 0.079
H -4.06 3.73 1.34 0.095
H 2.18 5.58 -1.16 0.084
H 0.28 -2.44 2.15 0.110
H 2.17 3.41 -4.07 0.085
H 0.91 5.59 -2.39 0.089
H 3.47 2.86 -2.99 0.093
H -0.11 2.86 2.35 0.136
H 2.64 1.69 6.53 0.078
H 0.58 4.84 0.01 0.110
H 1.97 1.93 -3.12 0.078
H 3.68 -2.17 -2.12 0.091
H -4.97 -0.72 -2.11 0.078
H -5.01 0.95 1.66 0.085
H 3.95 -2.83 -0.50 0.100
H 0.49 0.42 -5.55 0.093
H -5.33 -4.96 -2.44 0.110
H 4.69 -0.54 -0.84 0.108
H -4.11 -4.56 1.95 0.108
H 2.60 5.40 -2.85 0.078
H 1.94 -0.94 -7.01 0.080
H -0.49 -3.75 4.12 0.092
H -3.57 -0.04 1.50 0.050
H -3.37 3.88 2.97 0.075
H 2.55 3.48 4.84 0.085
H -1.50 3.96 2.23 0.107
H 3.02 -0.01 -1.08 0.101
H -4.19 0.34 3.12 0.092
H 3.21 -1.20 3.41 0.097
H 1.25 3.51 1.00 0.102
H 3.04 -3.00 -6.12 0.070
H 2.98 -0.68 5.84 0.070
H -2.74 -4.86 4.00 0.091
H 0.12 -2.72 -1.68 0.085
```

The largest force on an atom comes out at 2.1 eV Å⁻¹. The HOMO energy is -1.8 eV. The orbital gap comes out at 5.46 eV. As for the net charge: -2. The calculation puts the molar mass at 777.60 g mol⁻¹. The energy above the lowest of the compared OMol25 structures with the same formula, charge and spin is 6.1 kcal per mole. The total energy comes out at -60548.9901 eV.

---

(2)
The following is a quantum chemistry calculation of a molecular structure, C35H36N3O in a non-equilibrium geometry, from the OMol25 dataset.

The geometry in XYZ format:
```
75
Properties=species:S:1:pos:R:3:lowdin_charge:R:1
O 5.24 2.00 -4.07 -0.089
N 0.87 0.72 2.32 -0.004
N -0.97 0.24 3.26 0.023
N 0.08 1.06 3.34 0.176
C 0.47 -0.22 -1.85 -0.125
C -1.52 -1.33 -2.56 -0.112
C -0.86 -0.61 2.21 -0.085
C 2.01 2.75 2.83 -0.054
C 3.13 0.58 3.28 -0.030
C 5.91 1.43 -5.24 -0.048
C -3.92 -3.49 1.54 -0.059
C -0.11 -1.46 -2.47 -0.133
C -1.62 0.46 5.61 -0.047
C 0.67 -0.55 0.13 0.074
C -3.14 0.65 -2.19 -0.021
C -0.35 -3.70 -3.34 -0.064
C -0.67 0.75 -1.88 -0.115
C 2.36 -0.29 -3.62 0.000
C 2.19 1.33 2.34 -0.361
C 3.56 0.19 -4.14 0.002
C -3.00 -3.71 2.58 -0.064
C 1.71 0.28 -2.48 -0.158
C -2.35 -2.37 -3.00 -0.001
C -0.77 2.13 -1.71 -0.013
C -2.62 1.96 3.90 -0.040
C -2.13 0.56 4.19 -0.325
C -3.83 -2.36 0.73 -0.061
C 0.29 -0.23 1.49 -0.106
C 3.50 1.98 -2.48 0.013
C 4.14 1.36 -3.59 -0.258
C -1.74 -3.57 -3.39 -0.066
C -3.21 2.01 -1.88 -0.081
C -2.83 -1.43 0.96 -0.014
C 0.47 -2.64 -2.92 -0.025
C -2.00 -2.77 2.81 -0.020
C -1.89 -1.62 1.99 -0.173
C -2.03 2.74 -1.64 -0.070
C 2.32 1.45 -1.98 -0.052
C -1.88 0.04 -2.19 -0.134
H 0.11 2.72 -1.59 0.090
H 1.54 -2.76 -2.88 0.109
H -3.44 -2.23 -3.04 0.113
H 2.55 1.30 1.31 0.133
H -3.08 -4.60 3.20 0.114
H -2.36 -4.40 -3.74 0.111
H 2.99 3.26 2.91 0.098
H -2.90 -0.19 3.99 0.147
H 1.54 2.75 3.82 0.078
H -4.71 -4.22 1.36 0.112
H 3.21 -0.48 2.99 0.086
H 3.94 2.89 -2.06 0.125
H -1.80 2.68 4.01 0.085
H -3.41 2.22 4.61 0.095
H 1.37 3.32 2.14 0.089
H 2.78 0.64 4.32 0.092
H 0.42 -1.63 -0.05 0.116
H -1.26 -2.93 3.61 0.121
H 5.25 1.44 -6.13 0.101
H 6.27 0.39 -5.05 0.098
H -2.10 3.81 -1.43 0.107
H 4.08 -0.29 -5.00 0.115
H -1.32 -0.56 5.85 0.086
H -4.04 0.05 -2.42 0.118
H 6.76 2.11 -5.39 0.095
H -0.76 1.14 5.74 0.083
H -2.73 -0.52 0.36 0.110
H -4.54 -2.20 -0.08 0.111
H 4.13 1.03 3.23 0.096
H 0.11 -4.63 -3.66 0.108
H 1.87 1.89 -1.10 0.094
H 1.96 -1.16 -4.14 0.103
H -2.41 0.76 6.30 0.095
H -4.18 2.51 -1.84 0.108
H 1.77 -0.45 0.06 0.094
H -3.04 2.03 2.89 0.087
```

The largest force on an atom comes out at 4.2 eV Å⁻¹. The HOMO energy is -10.5 eV. The orbital gap comes out at 7.16 eV. As for the net charge: +1. The calculation puts the molar mass at 514.69 g mol⁻¹. The energy above the lowest of the compared OMol25 structures with the same formula, charge and spin is 33.6 kcal per mole. The total energy comes out at -43389.2187 eV.

---

(3)
The following is a quantum chemistry calculation of a molecular structure, C35H37AsNPScSe4, from the OMol25 dataset.

The geometry in XYZ format:
```
80
Properties=species:S:1:pos:R:3:lowdin_charge:R:1
Se 2.27 5.65 1.48 0.066
Se 1.08 5.19 -2.00 0.099
Se 1.32 3.64 2.27 0.052
Se 2.97 4.93 -0.63 0.014
As -1.78 -2.61 -0.95 1.334
Sc 0.67 3.32 -0.26 0.158
P 1.51 0.79 -0.94 1.029
N -1.91 1.31 3.10 -0.169
C -0.32 -4.82 -1.96 -0.130
C 5.76 -0.44 0.29 -0.063
C -2.23 -2.41 0.96 -0.399
C 3.19 0.30 -0.47 -0.370
C 1.42 1.86 -5.40 -0.059
C 0.80 -3.88 -0.05 -0.146
C -1.79 -3.22 2.00 -0.092
C -4.35 2.71 -0.19 -0.062
C -2.32 -3.09 3.28 -0.077
C 0.55 -0.76 -0.64 -0.392
C 5.06 -1.21 -0.63 -0.065
C 1.77 -5.75 -1.21 -0.076
C 0.71 -5.75 -2.10 -0.076
C -1.52 3.01 -0.14 -0.203
C -3.72 3.59 -1.06 -0.069
C 1.81 -4.81 -0.19 -0.077
C -1.38 1.30 1.69 -0.136
C 2.61 1.43 -4.84 -0.057
C 1.51 1.10 -2.73 -0.370
C -0.28 -3.87 -0.94 -0.415
C -3.24 -1.48 1.23 -0.157
C -3.30 -2.15 3.54 -0.093
C 3.78 -0.84 -1.01 -0.103
C 0.27 1.91 -4.63 -0.064
C -3.58 1.97 0.69 -0.067
C 0.32 1.55 -3.30 -0.139
C -2.12 2.68 3.64 0.023
C 5.17 0.70 0.84 -0.060
C -1.01 0.51 3.98 0.020
C -3.77 -1.35 2.51 -0.119
C -2.34 3.73 -1.03 -0.125
C -2.19 2.13 0.72 -0.282
C -0.82 -0.89 -1.26 -0.412
C 2.67 1.05 -3.51 -0.068
C 3.89 1.06 0.46 -0.096
H 5.52 -2.09 -1.06 0.111
H -1.36 0.24 1.41 0.100
H 5.71 1.29 1.56 0.113
H -3.74 -2.08 4.53 0.111
H -1.89 4.43 -1.72 0.067
H 0.51 -0.85 0.45 0.074
H 0.86 -3.16 0.75 0.091
H 2.64 -4.81 0.51 0.107
H -4.08 1.28 1.36 0.093
H -0.91 -0.49 3.56 0.095
H -0.75 -0.82 -2.35 0.057
H -1.50 -0.09 -0.95 0.048
H 1.19 -1.58 -0.98 0.055
H -5.42 2.59 -0.20 0.111
H 1.39 2.16 -6.44 0.112
H -1.43 0.46 4.97 0.112
H 3.25 -1.45 -1.74 0.113
H -2.54 2.60 4.64 0.111
H -1.06 -4.00 1.81 0.093
H 2.56 -6.48 -1.31 0.108
H -2.81 0.81 3.07 0.132
H -0.58 1.63 -2.69 0.090
H 3.43 1.94 0.90 0.037
H 3.51 1.40 -5.44 0.112
H -4.31 4.18 -1.75 0.111
H -4.59 -0.66 2.68 0.108
H -1.16 3.19 3.66 0.052
H 0.66 -6.48 -2.90 0.109
H -3.64 -0.87 0.43 0.095
H -0.04 1.01 4.01 0.105
H -0.66 2.26 -5.06 0.114
H -2.79 3.22 2.98 0.106
H 6.76 -0.72 0.59 0.111
H -1.15 -4.84 -2.65 0.089
H 3.61 0.73 -3.08 0.101
H -0.36 1.67 1.76 0.029
H -1.97 -3.75 4.07 0.112
```

The largest force on an atom comes out at 0.5 eV Å⁻¹. The HOMO energy is -10.1 eV. The orbital gap comes out at 7.47 eV. As for the net charge: +1. The calculation puts the molar mass at 938.38 g mol⁻¹. The energy above the lowest of the compared OMol25 structures with the same formula, charge and spin is 0.0 kcal per mole. The total energy comes out at -390595.6942 eV.

---

Which formula does entry 1 have?
C35H36CsF2N5O5